Record 1
Formula: C5H10N3S
Source: OMol25
Level of theory: the ωB97M-V functional and the def2-TZVPD basis

Geometry as ORCA input:
```
! RIJCOSX wB97M-V def2-TZVPD def2/J DEFGRID3
* xyz 1 1
N -0.116 -0.230 0.134
N 0.974 0.560 3.339
H 0.602 0.588 4.360
H -1.903 1.185 0.542
H 0.162 1.470 -0.989
H -0.640 -1.169 -2.570
H -2.382 -0.693 0.372
H -0.245 -1.322 0.120
H -0.684 0.379 -3.321
C 0.229 0.149 2.425
N 0.709 0.037 1.213
H 1.746 -0.239 1.006
C 0.225 0.380 -1.155
C 1.229 -0.185 -2.089
S -1.574 -0.219 2.531
C -0.255 -0.226 -2.473
H 1.984 0.513 -2.514
C -1.806 0.156 0.871
H 1.745 -1.136 -1.802
*
```

LUMO   -4.3196 eV
E   -758.574321 hartree
Energy relative to the best compared isomer or geometry (same formula, charge and spin)   386.6 kJ/mol
HOMO level   -13.6 eV
Kohn-Sham gap   9.2 eV

***

Record 2
Formula: C2H6IO2
Source: OMol25
Level of theory: the ωB97M-V functional and the def2-TZVPD basis

Geometry as ORCA input:
```
! RIJCOSX wB97M-V def2-TZVPD def2/J DEFGRID3
* xyz -1 1
H 0.089 1.767 0.232
C 0.309 0.695 0.313
I 2.301 -3.077 1.274
H 1.762 -0.524 0.170
O 1.497 0.276 -0.316
H 0.470 0.575 1.390
O -1.248 0.294 -1.547
H -1.862 1.028 -1.539
H -1.752 0.164 0.436
C -0.904 -0.069 -0.219
H -0.661 -1.129 -0.195
*
```

LUMO   3.2743 eV
E   -528.051863 hartree
Energy relative to the best compared isomer or geometry (same formula, charge and spin)   45.9 kJ/mol
HOMO level   -3.7 eV
Kohn-Sham gap   6.9 eV

***

Record 3
Formula: C14H44NO10Y2
Source: OMol25
Level of theory: the ωB97M-V functional and the def2-TZVPD basis

Geometry as ORCA input:
```
! RIJCOSX wB97M-V def2-TZVPD def2/J DEFGRID3
* xyz 3 1
H -0.890 -2.469 -1.221
H 3.248 1.837 -3.378
H 0.099 2.964 0.079
C -0.477 -1.018 5.091
H 0.237 1.246 -3.419
C 2.197 2.042 -3.164
H -0.331 -2.874 0.388
O -1.449 0.953 -1.282
C 2.757 -0.868 -4.212
H 0.433 -0.420 5.166
H -3.462 3.320 -0.334
O -1.753 -1.456 0.393
C -0.426 -1.909 3.851
Y -3.365 0.248 0.220
H 0.655 -2.372 -3.788
H -0.639 -1.153 1.995
C 1.966 1.939 -1.663
H -1.150 1.765 -1.710
H 0.873 1.726 3.748
C 1.510 -0.440 -3.408
H 0.007 0.593 3.105
C 0.358 -1.330 -3.899
H 0.644 0.427 0.168
H -1.437 -2.304 3.734
O -5.037 1.132 1.506
O 1.854 -1.792 -1.484
N 1.564 -0.477 -1.933
H 0.652 -3.380 4.991
C 1.249 1.028 -3.807
H 2.503 -1.165 -5.230
H -1.304 -0.297 5.008
O -3.815 2.506 -0.701
H -0.709 -1.533 6.021
C 1.733 0.435 0.268
H 2.620 2.702 -1.230
Y -1.560 3.423 2.727
H 3.521 -0.106 -4.386
H -4.296 2.300 2.240
H -1.558 -4.736 -0.484
H 4.116 0.101 -2.192
H 1.069 1.126 -4.877
H -2.451 -4.166 0.892
H 1.660 -2.518 3.861
C -2.098 -3.871 -0.095
C 0.668 -2.957 3.988
H -2.941 -3.731 -0.781
O 0.185 3.287 0.996
C -1.238 -2.629 -0.193
H 3.267 -1.712 -3.742
H -0.684 0.335 -1.355
H 0.911 2.229 -1.498
H -1.401 0.852 1.685
C 2.265 0.538 -1.137
O -3.949 3.123 2.758
H -4.754 3.543 3.111
H 1.075 -1.993 -0.953
H 0.067 -1.036 -4.904
O 0.026 1.583 3.290
H 0.623 -3.693 3.185
H 0.924 3.925 0.962
H 2.031 3.015 -3.627
O -2.109 1.501 1.571
H -4.082 2.743 -1.606
H 3.990 -0.588 -0.536
H -0.547 -1.271 -3.281
H 1.980 -0.441 0.871
H -5.737 0.633 1.932
H 4.402 1.099 -0.821
H 1.979 1.265 0.941
C 3.781 0.270 -1.171
O -0.049 -1.046 2.757
*
```

LUMO   -11.7306 eV
E   -1442.802706 hartree
HOMO level   -15.5 eV
Kohn-Sham gap   3.8 eV